(1)
This record from the Open Molecules 2025 dataset describes a molecular structure, C20H16BrN3O4PdSe. The level of theory is the ωB97M-V functional and the def2-TZVPD basis.

Its calculated total energy is -172530.94062 eV. The HOMO energy is -0.888 eV. Its HOMO-LUMO gap is 4.7 eV. As for the molar mass: 627.649 g/mol.

```
! wB97M-V def2-TZVPD RIJCOSX def2/J DEFGRID3
* xyz -2 1
Pd -0.48 0.28 -0.70
C -1.62 -0.28 -4.74
C -1.67 -0.36 -3.23
O -0.86 0.43 -2.64
C -2.59 -1.21 -2.64
C -2.81 -1.38 -1.24
C -3.91 -2.29 -0.79
N -2.08 -0.79 -0.35
N -2.33 -1.05 0.99
C -1.34 -0.63 1.72
O -0.27 -0.05 1.30
C -1.44 -0.86 3.20
C -0.51 -0.26 4.04
C -0.58 -0.45 5.41
C -1.58 -1.24 5.96
C -2.51 -1.84 5.12
C -2.45 -1.64 3.75
H -0.60 -0.08 -5.05
H -2.24 0.56 -5.07
H -1.99 -1.19 -5.21
H -3.21 -1.80 -3.30
H -4.42 -2.73 -1.64
H -4.62 -1.74 -0.18
H -3.51 -3.09 -0.15
H 0.26 0.35 3.59
H 0.15 0.02 6.06
H -1.63 -1.39 7.03
H -3.30 -2.45 5.54
H -3.17 -2.09 3.08
Br 6.70 1.78 -4.05
C 5.72 1.58 -2.41
C 6.31 2.01 -1.24
C 5.59 1.86 -0.06
C 4.32 1.31 -0.07
C 3.75 0.88 -1.26
C 4.46 1.02 -2.45
C 2.36 0.23 -1.26
O 2.32 -0.98 -1.46
O 1.44 1.07 -1.03
H 7.30 2.44 -1.24
H 6.03 2.19 0.88
H 3.75 1.21 0.85
H 4.02 0.69 -3.38
Se -1.68 2.88 0.44
C -2.34 4.14 -0.70
N -2.76 4.95 -1.42
*
```

Mulliken atomic charge list, values in e, 4 entries: 0.70, -1.40, 1.23, -0.78



(2)
This record from the Open Molecules 2025 dataset describes a molecular structure, C20H16F5N6O6SV. The level of theory is the ωB97M-V functional and the def2-TZVPD basis.

Its calculated total energy is -92337.28601 eV. Its expectation value of S² is 3.76. The HOMO energy (spin up / spin down) is -3.713 / -4.865 eV. Its HOMO-LUMO gap (spin up / spin down) is 6.0 / 7.2 eV. As for the molar mass: 614.385 g/mol.

```
! wB97M-V def2-TZVPD RIJCOSX def2/J DEFGRID3
* xyz -1 4
V -0.61 1.05 0.16
O -0.75 -0.91 0.65
N -1.67 -1.60 0.09
N -2.32 -0.96 -0.80
O -2.07 0.27 -1.15
C -3.45 -1.63 -1.40
C -4.23 -0.89 -2.27
C -5.33 -1.50 -2.86
C -5.63 -2.83 -2.59
C -4.83 -3.55 -1.72
C -3.73 -2.96 -1.11
H -3.97 0.14 -2.46
H -5.95 -0.93 -3.54
H -6.48 -3.30 -3.06
H -5.05 -4.59 -1.49
H -3.11 -3.51 -0.43
F 3.24 -1.14 -6.24
C 2.91 -0.67 -5.02
C 1.63 -0.21 -4.77
F 0.72 -0.23 -5.75
C 1.30 0.27 -3.52
F 0.04 0.72 -3.37
C 2.20 0.32 -2.46
S 1.83 0.93 -0.85
C 3.48 -0.15 -2.76
F 4.44 -0.16 -1.82
C 3.84 -0.64 -4.00
F 5.09 -1.08 -4.23
N -0.81 3.01 -0.86
N -1.67 3.83 -0.09
C -2.54 3.16 0.84
O -3.48 3.82 1.25
O -2.19 1.97 1.15
H 0.08 3.46 -1.03
H -1.22 2.75 -1.76
H -2.16 4.54 -0.61
O 3.82 -3.37 3.49
C 3.53 -2.42 4.50
N 2.89 -1.33 3.81
C 2.51 -0.24 4.50
O 2.73 -0.14 5.70
C 1.86 0.87 3.73
C 1.93 2.17 4.22
C 1.34 3.18 3.49
C 0.69 2.86 2.30
N 0.62 1.61 1.83
C 1.19 0.64 2.55
H 4.21 -4.15 3.91
H 4.44 -2.07 4.99
H 2.85 -2.83 5.25
H 2.83 -1.37 2.80
H 2.43 2.35 5.16
H 1.36 4.21 3.82
H 0.19 3.61 1.71
H 1.07 -0.36 2.14
*
```

Mulliken atomic charge list, values in e, 4 entries: 0.68, -0.50, -0.45, 1.00



(3)
This record from the Open Molecules 2025 dataset describes a molecular structure, C20H17Cl3IrN4O13S7. The level of theory is the ωB97M-V functional and the def2-TZVPD basis.

Its calculated total energy is -169846.13001 eV. Its expectation value of S² is 0.75. The HOMO energy (spin up / spin down) is -2.583 / -2.792 eV. Its HOMO-LUMO gap (spin up / spin down) is 5.5 / 5.7 eV. As for the molar mass: 1044.416 g/mol.

```
! wB97M-V def2-TZVPD RIJCOSX def2/J DEFGRID3
* xyz -2 2
Ir 0.31 0.65 0.65
C 3.30 0.04 2.83
S 1.76 -0.43 3.56
O 1.56 0.41 4.73
O 1.84 -1.85 3.85
O 0.71 -0.15 2.53
H 4.08 -0.37 3.47
H 3.34 1.12 2.78
H 3.35 -0.40 1.83
N -1.54 3.16 -2.08
C -0.74 2.84 -1.03
N -0.53 1.56 -0.96
C -1.25 0.97 -1.99
C -1.44 -0.37 -2.32
C -2.24 -0.64 -3.41
C -2.86 0.38 -4.15
C -2.70 1.71 -3.81
C -1.89 1.98 -2.72
H -1.89 4.08 -2.28
H -0.32 3.55 -0.34
H -0.99 -1.14 -1.72
H -2.41 -1.67 -3.70
H -3.48 0.12 -5.00
H -3.19 2.50 -4.36
Cl 1.70 2.56 1.02
C -0.74 4.75 2.81
S -2.53 4.82 2.53
C -3.15 3.84 3.84
C -2.73 2.64 4.30
S -1.44 1.62 3.67
S -3.61 2.00 5.66
C -4.69 3.31 5.90
S -5.84 3.37 7.09
S -4.49 4.54 4.72
H -0.33 5.58 2.23
H -0.30 3.82 2.46
H -0.52 4.90 3.86
O -3.58 1.32 0.44
S -2.83 0.54 1.39
O -1.81 1.71 2.07
O -1.85 -0.36 0.78
O -3.56 -0.01 2.50
O 3.19 -1.37 -0.07
C 2.32 -1.31 -0.93
O 1.21 -0.72 -0.94
C 2.62 -2.08 -2.24
C 1.70 -2.12 -3.28
C 2.03 -2.82 -4.43
C 3.23 -3.47 -4.60
C 4.12 -3.41 -3.54
C 3.83 -2.73 -2.37
N 5.41 -4.09 -3.68
O 5.63 -4.68 -4.73
O 6.19 -4.04 -2.76
N 1.06 -2.88 -5.54
O 1.40 -3.44 -6.56
O -0.03 -2.36 -5.37
H 0.76 -1.60 -3.19
H 3.47 -4.01 -5.50
H 4.53 -2.69 -1.54
Cl -0.43 -5.47 3.08
C -0.58 -3.78 3.67
Cl -1.42 -2.74 2.53
H 0.42 -3.38 3.81
H -1.14 -3.83 4.59
*
```

Mulliken atomic charge list, values in e, 4 entries: 2.01, -0.70, 1.21, -0.78



(4)
This record from the Open Molecules 2025 dataset describes a molecular structure, C20H17IIrN3OS3. The level of theory is the ωB97M-V functional and the def2-TZVPD basis.

Its calculated total energy is -70970.90845 eV. Its expectation value of S² is 0.76. The HOMO energy (spin up / spin down) is -11.215 / -11.190 eV. Its HOMO-LUMO gap (spin up / spin down) is 6.3 / 6.3 eV. As for the molar mass: 730.698 g/mol.

```
! wB97M-V def2-TZVPD RIJCOSX def2/J DEFGRID3
* xyz 1 2
Ir -0.29 -0.67 -0.32
N 1.55 0.26 -0.40
C 2.80 -0.46 -0.21
C 3.94 0.27 0.08
C 5.14 -0.40 0.25
C 5.18 -1.78 0.13
C 4.03 -2.49 -0.15
C 2.80 -1.84 -0.33
C 1.58 -2.67 -0.53
C 1.72 -3.85 -1.29
C 0.77 -4.84 -1.26
C -0.34 -4.72 -0.42
C -0.55 -3.55 0.27
C 0.33 -2.45 0.11
H 1.50 1.02 0.29
H 1.59 0.76 -1.29
H 3.89 1.35 0.17
H 6.04 0.15 0.48
H 6.11 -2.31 0.27
H 4.06 -3.57 -0.20
H 2.63 -3.98 -1.87
H 0.92 -5.74 -1.84
H -1.05 -5.53 -0.34
H -1.41 -3.46 0.91
S -3.30 2.63 0.22
C -2.00 1.76 0.12
N -0.97 1.15 0.07
C -0.45 5.50 0.41
O 0.95 5.48 0.04
C 1.68 4.48 0.44
S 3.31 4.35 0.08
S 1.20 3.18 1.36
H -0.80 6.48 0.10
H -0.55 5.38 1.49
H -0.98 4.71 -0.11
I -1.67 -1.50 -3.03
C -2.79 -1.84 -1.32
C -3.96 -2.57 -1.30
C -4.60 -2.74 -0.09
C -4.07 -2.16 1.06
C -2.90 -1.44 0.96
N -2.26 -1.30 -0.21
H -4.35 -2.99 -2.22
H -5.52 -3.32 -0.04
H -4.56 -2.26 2.02
H -2.45 -0.95 1.81
*
```

Mulliken atomic charge list, values in e, 4 entries: 0.33, -0.03, 0.51, -0.19



(5)
This record from the Open Molecules 2025 dataset describes a molecular structure, C20H17IN2O2ScTe. The level of theory is the ωB97M-V functional and the def2-TZVPD basis.

Its calculated total energy is -64181.00106 eV. The HOMO energy is -10.558 eV. Its HOMO-LUMO gap is 6.1 eV. As for the molar mass: 616.828 g/mol.

```
! wB97M-V def2-TZVPD RIJCOSX def2/J DEFGRID3
* xyz 1 1
Sc 0.86 -0.73 -0.64
C -3.66 -1.54 -0.61
C -3.31 -0.10 -0.39
N -4.28 0.78 -0.24
C -3.98 2.07 -0.06
C -2.70 2.58 0.00
C -2.48 4.05 0.24
O -1.62 4.63 -0.74
C -1.64 1.66 -0.16
C -0.27 2.13 -0.06
N 0.81 1.43 -0.15
C 2.06 2.12 -0.05
C 2.39 2.87 1.08
C 3.61 3.51 1.14
C 4.51 3.41 0.09
C 4.19 2.66 -1.04
C 2.97 2.01 -1.09
I 2.48 0.86 -2.75
C -1.97 0.32 -0.38
O -1.00 -0.60 -0.56
H -4.72 -1.68 -0.42
H -3.07 -2.19 0.04
H -3.44 -1.83 -1.64
H -4.83 2.74 0.05
H -2.00 4.22 1.20
H -3.45 4.56 0.27
H -2.13 4.82 -1.53
H -0.15 3.21 0.08
H 1.69 2.93 1.90
H 3.87 4.09 2.01
H 5.47 3.91 0.14
H 4.90 2.57 -1.85
Te 2.71 -2.69 -1.10
C 1.60 -4.17 -0.09
C 1.80 -5.51 -0.42
C 1.06 -6.50 0.21
C 0.12 -6.18 1.17
C -0.08 -4.85 1.52
C 0.67 -3.86 0.90
H 2.52 -5.78 -1.18
H 1.23 -7.54 -0.06
H -0.45 -6.96 1.66
H -0.80 -4.59 2.28
H 0.51 -2.83 1.23
*
```

Mulliken atomic charge list, values in e, 4 entries: 0.74, -1.27, 0.76, -0.61